Entry i
Molecular formula: C3HN3O2
Method: DFT, ωB97M-V with the def2-TZVPD basis set

Positions of all 9 atoms, in Å:
C (0.85496, -0.40159, 0.85541)
C (-0.12846, -0.07394, -1.29899)
C (-0.34084, -0.03557, 0.29783)
H (1.07494, -0.43802, 1.97583)
N (1.74647, -0.49641, -0.08215)
N (-2.25697, 1.36200, 1.08873)
N (-1.33611, 0.84718, 0.72335)
O (1.20758, -0.55395, -1.25398)
O (-0.82157, -0.20970, -2.30604)

For the HOMO-LUMO gap, the calculation gives 8.35 eV. The lowest unoccupied orbital energy comes out at -0.742 eV.

Atom charges from the Löwdin analysis, given in e for atoms 1 to 4: -0.135, -0.294, -0.131, 0.151

***

Entry ii
Molecular formula: C3HN3O2
Method: DFT, ωB97M-V with the def2-TZVPD basis set

Positions of all 9 atoms, in Å:
C (-1.40301, -0.15472, -0.13406)
O (-1.37609, 1.16635, 0.02312)
N (-0.14712, 1.67236, 0.27384)
C (0.58624, 0.61804, 0.17553)
O (1.88068, 0.36173, 0.29112)
N (1.98084, -1.01433, 0.04661)
N (0.89421, -1.52063, -0.21387)
C (-0.06653, -0.52459, -0.15437)
H (-2.34922, -0.60422, -0.30791)

For the HOMO-LUMO gap, the calculation gives 10.16 eV. Its structure (SMILES) is c1onc2onnc12. The lowest unoccupied orbital energy comes out at -0.333 eV.

Atom charges from the Löwdin analysis, given in e for atoms 1 to 4: 0.029, -0.014, 0.166, -0.384

***

Which structure is most stable? entry i, by 0.127 eV over the runner-up.

***

Entry i
Molecular formula: C32H20BrN8OPbS2
Method: DFT, ωB97M-V with the def2-TZVPD basis set

Positions of all 65 atoms, in Å:
Pb (-0.36176, 0.04580, -1.02878)
Br (-8.20923, 0.50816, 0.15342)
C (-6.42118, 0.71693, -0.47715)
C (-6.17884, 0.56014, -1.85285)
C (-4.92598, 0.29517, -2.24944)
C (-3.75289, 0.48604, -1.36749)
O (-2.62005, 0.10113, -1.80024)
C (-4.06508, 0.97951, 0.02406)
C (-3.07394, 1.53709, 0.84209)
N (-1.77392, 1.78685, 0.47089)
C (-1.05730, 2.71053, 1.17359)
C (-1.70179, 3.67597, 1.95778)
C (-1.04850, 4.41365, 2.91837)
C (0.36625, 4.37151, 2.98983)
C (1.15847, 3.55286, 2.21578)
C (2.59321, 3.37116, 2.36214)
C (3.27907, 2.45833, 1.58149)
C (2.50525, 1.66523, 0.73540)
N (1.14720, 1.69705, 0.59297)
C (0.45026, 2.60837, 1.28441)
C (-5.41999, 1.01772, 0.42605)
H (-7.09155, 0.55106, -2.43894)
H (-4.60034, 0.01534, -3.21168)
H (-3.42446, 1.80072, 1.85246)
H (-2.80690, 3.84934, 1.75158)
H (-1.60241, 5.08946, 3.53879)
H (0.79640, 5.08240, 3.67377)
H (3.10847, 4.10834, 2.92346)
H (4.36391, 2.39986, 1.55647)
H (3.00757, 0.82915, 0.18204)
H (-5.65897, 1.38869, 1.41792)
C (-1.36419, -2.53700, 4.43998)
C (-1.75155, -3.52735, 3.53574)
C (-1.36868, -3.46965, 2.20561)
C (-0.67524, -2.34339, 1.81403)
C (-0.45734, -1.28235, 2.66833)
C (-0.70931, -1.37836, 4.04596)
N (-0.16123, -2.22240, 0.51009)
N (0.02282, -3.35921, -0.09672)
C (0.74119, -3.27643, -1.28073)
C (0.85310, -4.51856, -1.94885)
C (1.62002, -4.53549, -3.07749)
C (2.29506, -3.38461, -3.53156)
C (2.09693, -2.23681, -2.83838)
N (1.27936, -2.14817, -1.73454)
H (-1.67782, -2.68685, 5.50370)
H (-2.37968, -4.34503, 3.88772)
H (-1.54212, -4.22294, 1.43661)
H (-0.03348, -0.36609, 2.21952)
H (-0.29922, -0.58454, 4.69588)
H (0.36045, -5.37648, -1.55212)
H (1.85580, -5.47861, -3.58110)
H (2.92284, -3.39734, -4.41645)
H (2.61283, -1.32684, -3.10673)
S (6.51365, -1.83686, -0.66267)
C (6.12225, -0.93631, -1.97186)
C (5.75168, -1.82557, -2.97318)
N (5.14960, -2.49607, -3.77374)
C (6.15699, 0.51722, -2.27837)
S (6.28744, 1.82203, -1.28329)
C (6.28790, 0.59528, -3.71751)
N (6.42698, 0.59458, -4.87537)
N (0.04142, 2.73132, -3.47045)
C (-0.06925, 1.94866, -2.60152)
H (0.10979, 3.21667, -4.38869)

For the HOMO-LUMO gap, the calculation gives 3.84 eV. Its charge is +1. The lowest unoccupied orbital energy comes out at -5.680 eV.

Atom charges from the Löwdin analysis, given in e for atoms 1 to 4: 1.419, 0.730, -0.683, -0.118

***

Entry ii
Molecular formula: C32H20BrN8OPbS2
Method: DFT, ωB97M-V with the def2-TZVPD basis set

Positions of all 65 atoms, in Å:
Pb (0.17608, -0.28534, -0.57082)
Br (-6.04559, -4.27376, 2.21064)
C (-4.42020, -3.54324, 1.65928)
C (-3.33059, -3.98013, 2.47351)
C (-2.13575, -3.39050, 2.30274)
C (-1.88421, -2.45065, 1.22750)
O (-0.72421, -1.92533, 1.09118)
C (-3.06386, -1.97388, 0.31538)
C (-3.26053, -0.49822, 0.29736)
N (-2.33092, 0.41310, 0.12648)
C (-2.47235, 1.70544, 0.59718)
C (-3.61385, 2.45095, 0.56688)
C (-3.68966, 3.76668, 1.10622)
C (-2.56378, 4.33433, 1.63563)
C (-1.33324, 3.61548, 1.64876)
C (-0.14246, 4.17949, 2.22028)
C (0.99133, 3.39892, 2.26115)
C (0.96952, 2.11015, 1.64716)
N (-0.11512, 1.53029, 1.12352)
C (-1.25522, 2.28273, 1.07087)
C (-4.34348, -2.70072, 0.60962)
H (-3.46825, -4.77246, 3.26658)
H (-1.35681, -3.67400, 2.97343)
H (-4.31445, -0.10929, 0.26072)
H (-4.55445, 2.11258, 0.15018)
H (-4.56966, 4.42679, 1.02499)
H (-2.56638, 5.30158, 2.11505)
H (-0.12847, 5.20385, 2.58222)
H (1.91997, 3.75377, 2.67691)
H (1.86674, 1.49623, 1.69072)
H (-5.16908, -2.62533, -0.08800)
C (3.77848, 4.18460, -3.49001)
C (2.48802, 3.66328, -3.34822)
C (2.07819, 2.76996, -2.38169)
C (3.14715, 2.24456, -1.58194)
C (4.44012, 2.76711, -1.69478)
C (4.76026, 3.75520, -2.62154)
N (2.87654, 1.07069, -0.93279)
N (3.94002, 0.62178, -0.35273)
C (3.79408, -0.52251, 0.37753)
C (4.98119, -1.28798, 0.69148)
C (4.91927, -2.37442, 1.55839)
C (3.65208, -2.76857, 1.97521)
C (2.53745, -1.96234, 1.69174)
N (2.58125, -0.82101, 0.94796)
H (4.06707, 4.82510, -4.35821)
H (1.71109, 3.96316, -4.10189)
H (1.05765, 2.42274, -2.37981)
H (5.18344, 2.28170, -1.08377)
H (5.77047, 4.11644, -2.72602)
H (5.88205, -0.80034, 0.33998)
H (5.80819, -2.87566, 1.92078)
H (3.51851, -3.70885, 2.51690)
H (1.57565, -2.18035, 2.06666)
S (-2.62737, -2.35411, -1.53446)
C (-2.18166, -3.98534, -1.63362)
C (-3.29638, -4.86362, -1.72423)
N (-4.24262, -5.56937, -1.66180)
C (-0.83299, -4.46384, -1.68458)
S (0.56028, -3.53949, -1.63513)
C (-0.77720, -5.91985, -1.76183)
N (-0.69905, -7.05255, -1.88233)
N (-1.21477, 0.81070, -3.98560)
C (-0.72695, 0.46792, -2.95880)
H (-1.58061, 1.20571, -4.84417)

For the HOMO-LUMO gap, the calculation gives 5.76 eV. Its charge is +1. The lowest unoccupied orbital energy comes out at -4.171 eV.

Atom charges from the Löwdin analysis, given in e for atoms 1 to 4: 1.316, 0.832, -0.697, -0.080

***

Which structure is most stable? entry ii, by 1.398 eV over the runner-up.

***

Entry i
Molecular formula: C2H2FNO2
Method: DFT, ωB97M-V with the def2-TZVPD basis set

Positions of all 8 atoms, in Å:
C (-1.43783, -0.07037, -0.00108)
C (-0.30561, -0.70956, 0.04191)
N (1.59326, 0.59612, 0.03617)
O (1.34387, 1.75124, 0.04948)
O (2.61361, -0.03320, -0.05494)
F (0.03374, -2.00403, 0.02838)
H (-2.44017, -0.46845, -0.29667)
H (-1.40087, 0.93825, 0.19674)

For the HOMO-LUMO gap (alpha / beta), the calculation gives 9.26 / 8.73 eV. The lowest unoccupied orbital energy (alpha / beta) comes out at -0.846 / -1.202 eV.

Atom charges from the Löwdin analysis, given in e for atoms 1 to 4: 0.028, -0.113, -0.271, 0.089

***

Entry ii
Molecular formula: C2H2FNO2
Method: DFT, ωB97M-V with the def2-TZVPD basis set

Positions of all 8 atoms, in Å:
O (-1.36976, 1.31755, 0.92909)
C (-0.94952, 0.17200, 0.87171)
C (0.27553, -0.33717, 0.22684)
N (0.66408, 0.10213, -0.85916)
O (-0.18030, 0.68904, -1.99374)
F (1.85593, -0.35794, -1.35035)
H (-1.35920, -0.56897, 1.46401)
H (1.06324, -1.01663, 0.71159)

For the HOMO-LUMO gap (alpha / beta), the calculation gives 8.72 / 8.72 eV. Its structure (SMILES) is O=C/C=[N+](\[O-])F. The lowest unoccupied orbital energy (alpha / beta) comes out at -1.422 / -1.423 eV.

Atom charges from the Löwdin analysis, given in e for atoms 1 to 4: 0.108, -0.190, -0.015, -0.127

***

Which structure is most stable? entry i, by 0.290 eV over the runner-up.